Record 1
# C21H40O3PtSbTe

A molecular structure, C21H40O3PtSbTe (ωB97M-V with the def2-TZVPD basis set, the Open Molecules 2025 dataset).

Positions of all 67 atoms, in Å:
Pt1 0.361 0.385 -0.308
C1 2.315 -0.136 3.060
O1 1.628 0.880 2.360
C2 2.052 2.168 2.750
C3 1.144 3.209 2.103
O2 0.787 2.915 0.766
C4 1.615 3.371 -0.283
C5 2.877 2.565 -0.447
O3 2.583 1.183 -0.685
C6 3.783 0.421 -0.630
H1 2.089 -0.105 4.130
H2 1.984 -1.093 2.657
H3 3.400 -0.048 2.930
H4 1.974 2.285 3.839
H5 3.109 2.313 2.491
H6 0.202 3.244 2.650
H7 1.613 4.197 2.167
H8 0.994 3.299 -1.178
H9 1.893 4.423 -0.140
H10 3.464 2.960 -1.282
H11 3.490 2.628 0.456
H12 4.514 0.817 -1.337
H13 4.203 0.441 0.379
H14 3.543 -0.602 -0.904
C7 2.682 -4.625 0.069
C8 2.831 -3.108 0.104
Sb1 0.970 -2.095 -0.289
C9 -0.456 -3.202 0.858
C10 -1.081 -2.397 1.994
C11 0.685 -2.831 -2.283
C12 0.719 -1.745 -3.355
H15 3.660 -5.101 0.152
H16 2.229 -4.976 -0.859
H17 2.075 -4.992 0.896
H18 3.519 -2.765 -0.670
H19 3.223 -2.772 1.065
H20 0.055 -4.084 1.242
H21 -1.208 -3.542 0.146
H22 -1.347 -1.385 1.687
H23 -0.398 -2.312 2.841
H24 -1.989 -2.884 2.353
H25 -0.253 -3.388 -2.297
H26 1.483 -3.556 -2.453
H27 0.125 -0.870 -3.083
H28 0.339 -2.126 -4.303
H29 1.738 -1.393 -3.527
C13 -1.394 0.573 -0.429
C14 -2.586 -0.230 -0.494
C15 -2.574 -1.357 -1.331
C16 -3.699 -2.152 -1.434
C17 -4.833 -1.848 -0.688
C18 -4.849 -0.738 0.147
C19 -3.739 0.083 0.236
H30 -1.693 -1.569 -1.923
H31 -3.697 -3.011 -2.093
H32 -5.711 -2.476 -0.764
H33 -5.734 -0.508 0.725
H34 -3.737 0.949 0.884
C20 -3.802 2.858 -1.789
Te1 -2.244 3.342 -0.405
C21 -3.091 5.300 -0.129
H35 -4.759 3.122 -1.346
H36 -3.786 1.797 -2.021
H37 -3.638 3.432 -2.697
H38 -3.330 5.685 -1.117
H39 -2.337 5.925 0.343
H40 -3.982 5.253 0.491

Results
HOMO-LUMO gap	6.30	eV
LUMO energy	-3.534	eV
total charge	+1

=====

Record 2
# C21H40O4

A single C21H40O4 molecule (ωB97M-V with the def2-TZVPD basis set, the Open Molecules 2025 dataset).

Positions of all 65 atoms, in Å:
C1 8.927 3.243 1.483
C2 8.201 2.880 0.193
C3 7.078 1.874 0.436
C4 6.350 1.502 -0.852
C5 5.231 0.491 -0.609
C6 4.525 0.103 -1.906
C7 3.332 -0.828 -1.694
C8 3.732 -2.214 -1.173
C9 2.548 -3.129 -1.141
C10 1.825 -3.461 -0.081
C11 2.014 -3.008 1.333
C12 0.722 -2.402 1.890
C13 0.344 -1.121 1.151
C14 -0.951 -0.484 1.657
C15 -2.202 -1.352 1.493
C16 -2.472 -1.830 0.065
C17 -2.619 -0.684 -0.945
C18 -3.712 0.266 -0.525
O1 -3.523 1.408 -0.176
O2 -4.902 -0.328 -0.580
C19 -6.101 0.382 -0.237
C20 -6.052 1.034 1.164
O3 -5.689 2.385 1.152
C21 -6.445 1.419 -1.329
O4 -7.556 2.192 -0.986
H1 8.237 3.682 2.199
H2 9.369 2.357 1.934
H3 9.721 3.960 1.287
H4 7.783 3.785 -0.255
H5 8.914 2.458 -0.519
H6 6.363 2.297 1.146
H7 7.497 0.971 0.888
H8 5.931 2.404 -1.304
H9 7.066 1.081 -1.562
H10 4.503 0.919 0.085
H11 5.657 -0.398 -0.139
H12 5.242 -0.376 -2.577
H13 4.173 1.013 -2.398
H14 2.634 -0.371 -0.989
H15 2.808 -0.951 -2.645
H16 4.173 -2.122 -0.182
H17 4.488 -2.636 -1.841
H18 2.263 -3.528 -2.107
H19 0.987 -4.136 -0.216
H20 2.816 -2.275 1.406
H21 2.288 -3.874 1.945
H22 -0.079 -3.137 1.795
H23 0.852 -2.183 2.953
H24 1.152 -0.395 1.277
H25 0.267 -1.335 0.084
H26 -1.106 0.464 1.138
H27 -0.839 -0.255 2.719
H28 -2.124 -2.229 2.139
H29 -3.060 -0.772 1.843
H30 -3.395 -2.415 0.063
H31 -1.663 -2.481 -0.267
H32 -1.690 -0.122 -1.030
H33 -2.879 -1.100 -1.919
H34 -6.860 -0.406 -0.226
H35 -7.053 0.995 1.601
H36 -5.377 0.441 1.799
H37 -4.788 2.439 0.783
H38 -6.695 0.895 -2.255
H39 -5.564 2.049 -1.512
H40 -7.313 2.718 -0.209

Results
HOMO-LUMO gap	10.00	eV
SMILES	CCCCCCCC/C=C\CCCCCCCC(=O)OC(CO)CO
LUMO energy	0.776	eV

=====

Record 3
# C21H41NO11P2S4

4 unconnected molecules or ions with the total composition C21H41NO11P2S4 (ωB97M-V with the def2-TZVPD basis set, the Open Molecules 2025 dataset).

Positions of all 80 atoms, in Å:
C1 3.796 3.990 -0.210
C2 2.609 2.937 -0.243
C3 1.205 3.612 -0.412
C4 0.189 2.795 -1.281
P1 -0.133 3.932 -2.766
O1 -1.553 3.988 -3.235
O2 0.658 1.593 -1.957
C5 -0.584 1.069 -2.440
O3 -0.615 0.393 -3.373
O4 -1.663 1.503 -1.666
C6 -1.005 2.141 -0.554
C7 -1.836 2.931 0.488
C8 -2.741 4.066 -0.099
C9 -2.121 5.475 0.190
N1 -1.689 6.244 -0.958
O5 -2.028 5.909 1.286
P2 -0.482 0.601 0.490
S1 -1.967 -0.633 0.713
H1 4.576 3.687 -0.934
H2 3.439 5.001 -0.499
H3 4.285 3.997 0.788
H4 2.869 2.209 -1.035
H5 2.662 2.405 0.733
H6 0.775 3.706 0.613
H7 1.361 4.655 -0.756
H8 0.644 3.372 -3.831
H9 0.371 5.249 -2.571
H10 -1.183 3.330 1.291
H11 -2.506 2.191 0.986
H12 -3.009 3.938 -1.165
H13 -3.690 4.053 0.485
H14 -2.107 5.844 -1.799
H15 -0.672 6.158 -0.977
H16 0.596 -0.102 -0.101
H17 -0.047 1.161 1.733
O6 5.944 1.722 -1.030
S2 6.374 0.402 -0.634
O7 7.238 -0.399 -1.462
C10 7.068 0.501 1.009
C11 5.875 0.296 1.937
C12 5.059 -0.845 1.321
C13 4.928 -0.558 -0.179
H18 7.560 1.463 1.145
H19 7.791 -0.308 1.113
H20 6.194 0.064 2.953
H21 5.269 1.206 1.972
H22 5.586 -1.791 1.469
H23 4.079 -0.941 1.790
H24 4.907 -1.474 -0.766
H25 4.044 0.042 -0.396
O8 -2.931 -1.684 4.036
S3 -3.300 -3.062 4.242
O9 -2.562 -3.926 5.131
C14 -5.033 -3.126 4.673
C15 -5.751 -3.225 3.331
C16 -4.943 -4.226 2.498
C17 -3.463 -3.855 2.642
H26 -5.306 -2.241 5.244
H27 -5.194 -4.023 5.272
H28 -6.787 -3.542 3.454
H29 -5.753 -2.250 2.836
H30 -5.109 -5.236 2.883
H31 -5.248 -4.220 1.452
H32 -2.821 -4.732 2.609
H33 -3.153 -3.142 1.880
O10 -2.051 -4.179 -0.299
S4 -0.923 -4.225 -1.198
O11 0.420 -4.465 -0.729
C18 -1.294 -5.378 -2.513
C19 -1.991 -4.530 -3.571
C20 -1.192 -3.224 -3.653
C21 -0.941 -2.750 -2.218
H34 -1.915 -6.187 -2.131
H35 -0.349 -5.773 -2.885
H36 -2.029 -5.042 -4.533
H37 -3.018 -4.315 -3.261
H38 -0.237 -3.413 -4.151
H39 -1.717 -2.464 -4.230
H40 0.015 -2.238 -2.124
H41 -1.744 -2.106 -1.862

Results
HOMO-LUMO gap	9.11	eV
SMILES	CCC[C@@]1([PH2]=O)OC(=O)O[C@@]1(CCC(N)=O)[PH2]=S.O=S1(=O)CCCC1.O=S1(=O)CCCC1.O=S1(=O)CCCC1
LUMO energy	0.052	eV

=====

Respective ΔE to the lowest compared entry with this formula, charge and spin values: 14.4; 2.5; 39.8 kcal per mole.